(1)
Molecular formula: BrMg
Method: DFT, ωB97M-V/def2-TZVPD

Properties
Energy, eV: -75464.803
ΔE to the lowest compared entry with this formula, charge and spin, kJ/mol: 0.2
Charge: +2
Multiplicity: 2
HOMO (spin up / spin down), eV: -23.270 / -22.829

Positions of all 2 atoms, in Å:
Mg 27.85 -5.53 -0.72
Br 25.77 -4.35 -0.10

Want to see where the charge sits? The natural (NBO) charges in e are: 1.819, 0.181

(2)
Molecular formula: C40H42ClMnN5O4Te
Method: DFT, ωB97M-V/def2-TZVPD

Properties
Energy, eV: -108933.596
ΔE to the lowest compared entry with this formula, charge and spin, kJ/mol: 352.4
Charge: -1
Multiplicity: 5
HOMO (spin up / spin down), eV: -2.296 / -4.526

Positions of all 94 atoms, in Å:
Mn 0.47 -2.20 -1.23
Cl -5.33 1.47 1.29
C -4.03 0.35 0.89
C -3.87 -0.81 1.64
C -2.84 -1.68 1.31
C -1.95 -1.42 0.27
O -0.93 -2.23 0.09
C -2.16 -0.26 -0.51
C -1.37 0.04 -1.68
N -0.47 -0.75 -2.20
C 0.10 -0.51 -3.44
C -0.32 0.45 -4.38
C 0.32 0.55 -5.61
C 1.35 -0.29 -5.98
C 1.79 -1.30 -5.08
C 2.78 -2.25 -5.37
C 3.14 -3.20 -4.42
C 2.53 -3.19 -3.19
N 1.60 -2.29 -2.86
C 1.19 -1.38 -3.79
C -3.20 0.62 -0.17
H -4.53 -1.01 2.47
H -2.70 -2.59 1.89
H -1.60 0.96 -2.20
H -1.17 1.08 -4.17
H -0.02 1.31 -6.31
H 1.82 -0.22 -6.96
H 3.25 -2.24 -6.35
H 3.89 -3.95 -4.63
H 2.79 -3.91 -2.42
H -3.34 1.54 -0.74
C 0.78 -5.74 0.79
C 0.67 -4.65 -0.22
N 1.33 -3.54 -0.12
O 2.07 -3.39 1.01
C -0.16 -4.80 -1.41
C -0.66 -6.13 -1.88
N -0.38 -3.69 -2.10
O -0.98 -3.70 -3.19
H 0.94 -5.31 1.77
H 1.64 -6.38 0.56
H -0.12 -6.35 0.79
H 2.21 -2.43 1.02
H 0.10 -6.90 -1.76
H -0.91 -6.04 -2.94
H -1.56 -6.44 -1.35
C 4.07 -1.08 -0.84
C 2.87 -0.40 -0.21
O 3.09 0.59 0.56
N 1.62 -0.78 -0.47
Te 0.61 1.51 0.24
C -1.00 2.96 0.40
C -2.17 2.75 1.16
C -2.45 1.45 1.91
C -3.15 3.75 1.23
C -3.01 4.95 0.54
C -4.07 6.02 0.62
C -1.87 5.14 -0.23
C -0.87 4.17 -0.32
C 0.33 4.45 -1.21
C 0.86 1.44 2.35
C 0.57 0.30 3.12
C -0.07 -0.97 2.58
C 0.89 0.30 4.49
C 1.50 1.38 5.10
C 1.87 1.34 6.57
C 1.80 2.49 4.32
C 1.51 2.54 2.97
C 1.95 3.75 2.17
H 4.96 -0.65 -0.39
H 4.08 -0.90 -1.92
H 4.06 -2.16 -0.68
H -1.90 0.62 1.47
H -3.51 1.20 1.88
H -2.14 1.53 2.96
H -4.05 3.57 1.81
H -4.95 5.67 1.17
H -4.40 6.32 -0.38
H -3.69 6.91 1.12
H -1.76 6.06 -0.79
H 0.27 5.47 -1.62
H 0.37 3.75 -2.05
H 1.27 4.35 -0.67
H -0.04 -1.01 1.50
H -1.12 -1.04 2.89
H 0.45 -1.86 2.95
H 0.66 -0.59 5.07
H 1.57 0.40 7.02
H 1.38 2.16 7.11
H 2.95 1.46 6.70
H 2.30 3.34 4.78
H 2.53 4.44 2.80
H 1.09 4.29 1.77
H 2.57 3.43 1.33

Results of the natural (NBO) charge analysis, in e, for atoms 1 through 2: 1.092, -0.016

(3)
Molecular formula: C5H15NO
Method: DFT, ωB97M-V/def2-TZVPD

Properties
Energy, eV: -8964.806
ΔE to the lowest compared entry with this formula, charge and spin, kJ/mol: 149.8
Charge: 0
SMILES string: CCN(C)CC.O
HOMO, eV: -7.871

Positions of all 22 atoms, in Å:
C -1.96 1.41 -1.73
C -1.72 1.85 -0.29
N -1.45 0.75 0.62
C -0.06 0.34 0.64
C 0.22 -0.94 1.40
C -2.56 -0.17 0.78
H -1.19 0.65 -1.93
H -2.99 1.17 -1.99
H -1.66 2.19 -2.44
H -2.67 2.26 0.08
H -0.97 2.63 -0.18
H 0.49 1.12 1.20
H 0.37 0.34 -0.37
H 1.23 -1.28 1.64
H -0.08 -1.80 0.77
H -0.33 -1.00 2.34
H -2.31 -0.81 1.62
H -2.78 -0.77 -0.11
H -3.43 0.40 1.10
H 6.20 -2.63 -1.94
H 5.76 -1.79 -0.81
O 6.33 -2.54 -0.99

Results of the natural (NBO) charge analysis, in e, for atoms 1 through 2: -0.647, -0.211

(4)
Molecular formula: C5H14N3O
Method: DFT, ωB97M-V/def2-TZVPD

Properties
Energy, eV: -11924.407
ΔE to the lowest compared entry with this formula, charge and spin, kJ/mol: 0.0
Charge: +1
HOMO, eV: -13.764

Positions of all 23 atoms, in Å:
O -0.31 0.79 -0.64
C -0.88 1.63 -1.31
C -1.25 1.38 -2.76
C -1.26 2.98 -0.76
H -0.93 0.37 -3.07
H -0.77 2.12 -3.41
H -2.35 1.46 -2.89
H -0.76 3.79 -1.33
H -2.35 3.13 -0.82
H -0.95 3.06 0.30
C 0.98 -1.07 0.86
N -0.35 -1.03 0.82
N 1.60 -1.98 1.60
N 1.69 -0.18 0.15
C 0.90 -2.99 2.40
H -0.90 -1.71 1.36
H -0.83 -0.33 0.25
H 2.62 -1.98 1.61
H 2.71 -0.20 0.18
H 1.21 0.52 -0.41
H 1.66 -3.61 2.91
H 0.28 -3.64 1.77
H 0.26 -2.52 3.17

Results of the natural (NBO) charge analysis, in e, for atoms 1 through 2: -0.689, 0.705

(5)
Molecular formula: C32H31N9S3Ti
Method: DFT, ωB97M-V/def2-TZVPD

Properties
Energy, eV: -102710.961
ΔE to the lowest compared entry with this formula, charge and spin, kJ/mol: 108.5
Charge: +2
Multiplicity: 3
HOMO (spin up / spin down), eV: -11.398 / -13.699

Positions of all 76 atoms, in Å:
Ti -0.71 -0.18 -0.05
C -2.52 -1.50 -2.82
C -1.20 -2.16 -2.53
C -0.77 -3.13 -3.43
C 0.45 -3.74 -3.25
C 1.20 -3.40 -2.15
C 0.72 -2.44 -1.26
N -0.47 -1.81 -1.46
C 1.45 -2.07 -0.05
C 2.69 -2.62 0.26
C 3.33 -2.28 1.42
C 2.69 -1.41 2.29
C 1.45 -0.90 1.97
N 0.83 -1.16 0.76
C 0.73 -0.16 3.03
C 1.40 0.67 3.91
C 0.70 1.25 4.96
C -0.64 0.94 5.11
C -1.24 0.06 4.21
C -2.66 -0.37 4.44
N -0.58 -0.46 3.17
H -3.25 -2.26 -3.08
H -2.42 -0.85 -3.70
H -2.89 -0.92 -1.99
H -1.40 -3.38 -4.27
H 0.81 -4.48 -3.96
H 2.15 -3.88 -1.98
H 3.15 -3.32 -0.43
H 4.30 -2.69 1.67
H 3.14 -1.18 3.24
H 2.45 0.89 3.77
H 1.20 1.91 5.65
H -1.21 1.35 5.93
H -3.28 0.45 4.79
H -3.08 -0.81 3.54
H -2.68 -1.14 5.21
C -4.46 1.28 0.60
C -3.65 1.64 -0.60
N -2.47 1.17 -0.92
C -2.02 1.73 -2.10
C -2.86 2.64 -2.66
S -4.27 2.80 -1.71
C -0.74 1.34 -2.67
C -0.36 1.51 -3.96
S 1.25 1.02 -4.18
C 1.35 0.59 -2.52
N 0.24 0.77 -1.85
C 2.66 0.15 -1.95
H -3.98 0.51 1.20
H -5.44 0.90 0.29
H -4.64 2.16 1.21
H -2.71 3.23 -3.55
H -0.95 1.91 -4.78
H 3.42 0.90 -2.16
H 2.99 -0.78 -2.41
H 2.59 0.01 -0.88
N -2.98 -4.24 0.76
C -2.27 -3.17 1.12
N -1.22 -3.30 1.92
S -2.75 -1.63 0.56
H -2.79 -5.16 1.14
H -3.79 -4.13 0.18
H -0.98 -4.20 2.32
H -0.91 -2.46 2.38
N 0.27 6.79 1.69
C 0.19 5.65 1.58
C 0.07 4.24 1.41
C 1.14 3.47 0.94
C 0.94 2.13 0.71
N -0.24 1.50 0.89
C -1.23 2.23 1.46
C -1.12 3.58 1.72
H 2.10 3.92 0.77
H 1.77 1.51 0.39
H -2.13 1.69 1.72
H -1.95 4.12 2.14

Results of the Löwdin charge analysis, in e, for atoms 1 through 2: 0.691, -0.031

(6)
Molecular formula: C5H3Br
Method: DFT, ωB97M-V/def2-TZVPD

Properties
Energy, eV: -75272.061
ΔE to the lowest compared entry with this formula, charge and spin, kJ/mol: 0.0
Charge: 0
SMILES string: CC#CC#CBr
HOMO, eV: -9.268

Positions of all 9 atoms, in Å:
Br 4.16 -1.87 -2.15
C 2.67 -1.14 -1.21
C 1.68 -0.68 -0.69
C 0.49 -0.12 -0.12
C -0.57 0.30 0.34
C -1.85 0.79 0.87
H -2.42 -0.09 1.28
H -2.45 1.24 0.07
H -1.71 1.56 1.61

Results of the natural (NBO) charge analysis, in e, for atoms 1 through 2: 0.168, -0.091

(7)
Molecular formula: C4H10NO
Method: DFT, ωB97M-V/def2-TZVPD

Properties
Energy, eV: -7840.182
ΔE to the lowest compared entry with this formula, charge and spin, kJ/mol: 109.5
Charge: +1
SMILES string: [NH3+]CCCC=O
HOMO, eV: -13.469

Positions of all 16 atoms, in Å:
C 0.86 -0.69 1.01
C 0.46 -0.62 -0.47
C -0.98 -0.14 -0.63
C -1.28 0.35 -2.04
O -2.42 0.58 -2.36
N 0.85 0.75 1.58
H 0.07 -1.14 1.62
H 1.78 -1.14 1.36
H 1.12 0.09 -0.98
H 0.64 -1.55 -1.00
H -1.74 -0.87 -0.34
H -1.26 0.75 -0.05
H -0.45 0.49 -2.75
H -0.12 1.06 1.60
H 1.34 1.33 0.91
H 1.13 0.76 2.55

Results of the natural (NBO) charge analysis, in e, for atoms 1 through 2: -0.195, -0.444

(8)
Molecular formula: CH5N2O2
Method: DFT, ωB97M-V/def2-TZVPD

Properties
Energy, eV: -8182.577
ΔE to the lowest compared entry with this formula, charge and spin, kJ/mol: 165.9
Charge: +1
HOMO, eV: -16.644

Positions of all 10 atoms, in Å:
C -1.85 0.23 -0.14
N 2.99 -0.09 -0.08
N 2.05 -0.55 -0.46
O 3.95 0.26 0.37
O -0.53 -0.04 0.43
H -2.14 1.25 0.27
H -2.62 -0.51 0.19
H -1.71 0.28 -1.22
H -0.50 -0.93 0.83
H 0.35 0.10 -0.18

Results of the natural (NBO) charge analysis, in e, for atoms 1 through 2: -0.280, 0.512

| no. | molar mass (Da) |
| --- | --- |
| 1 | 104.21 |
| 2 | 874.80 |
| 3 | 105.18 |
| 4 | 132.19 |
| 5 | 685.73 |
| 6 | 142.98 |
| 7 | 88.13 |
| 8 | 77.06 |